(1)
221
Properties=species:S:1:pos:R:3:mulliken_charge:R:1 method="wB97M-V/def2-TZVPD" lumo_ev=0.54 total_charge=0 smiles=COC[C@H](C)N.COCCNCCOC.COCCNCCOC.COCCNCCOC.COCCNCCOC.COCCNCCOC.COCCNCCOC.COCCNCCOC.COCCNCCOC.CC(C)O orbital_gap_ev=8.5
C 1.27325 1.82304 -1.99930 -0.222
O 0.98241 0.46146 -2.25078 -0.622
C 0.68792 -0.28702 -1.08486 1.429
C 1.99280 -0.65653 -0.31516 1.877
C 2.76361 -1.73593 -1.04979 -1.481
N 1.60234 -1.18443 1.00737 0.419
H 0.47269 2.39153 -1.51998 -0.194
H 1.62360 2.24968 -2.93664 0.324
H 2.13717 1.86050 -1.32447 0.166
H -0.01339 0.20853 -0.40324 -0.188
H 0.17214 -1.17143 -1.46530 -1.108
H 2.63960 0.17735 -0.05216 -0.988
H 3.63353 -2.16725 -0.55032 0.198
H 3.06192 -1.39188 -2.04160 0.416
H 2.16945 -2.63959 -1.22372 0.094
H 1.07297 -2.05258 0.90146 0.099
H 0.85042 -0.65746 1.45145 -0.526
C 0.78803 4.93678 0.35721 -0.436
O 1.41235 5.95714 -0.37181 0.052
C 1.99511 6.93645 0.46479 -0.891
C 2.21503 8.13379 -0.50151 -0.497
N 3.16116 7.74645 -1.55520 -0.469
C 3.04127 8.48158 -2.79496 -0.230
C 3.47680 9.93224 -2.68821 -0.622
O 3.44185 10.63352 -3.91050 -0.353
C 4.35880 11.70540 -3.98556 -0.755
H 1.35810 4.55708 1.21397 0.284
H 0.58853 4.05735 -0.25653 -0.305
H -0.16566 5.29858 0.76019 0.450
H 3.00482 6.63222 0.76160 0.334
H 1.36760 7.26371 1.29527 0.430
H 2.54516 9.04956 -0.00208 0.557
H 1.18148 8.40131 -0.77237 0.162
H 2.82547 6.80056 -1.71490 0.316
H 2.03923 8.38957 -3.23402 0.109
H 3.68744 8.04211 -3.56105 0.348
H 4.53169 9.93188 -2.37683 0.358
H 2.95261 10.48088 -1.89659 0.308
H 5.31787 11.23663 -4.22434 0.312
H 4.48627 12.25248 -3.04491 0.311
H 4.07128 12.46489 -4.70792 0.253
C -2.61578 -1.41186 -4.94907 0.269
O -1.64428 -1.84589 -4.05897 -0.479
C -1.81355 -1.51399 -2.67107 1.586
C -3.18466 -1.70895 -2.07515 0.459
N -3.49975 -3.10186 -1.74789 -0.049
C -3.21901 -3.50772 -0.36882 -0.224
C -1.76269 -3.84852 -0.16665 1.112
O -1.54980 -4.55369 1.06352 -0.238
C -1.88976 -5.92144 1.05129 -0.944
H -3.56052 -1.95130 -4.84531 0.353
H -2.28505 -1.37764 -5.98905 0.259
H -2.86860 -0.33796 -4.87885 -0.832
H -1.46862 -0.46824 -2.68385 -0.894
H -1.00089 -2.06347 -2.19856 -0.492
H -4.02389 -1.26021 -2.60697 0.567
H -3.11702 -1.09481 -1.16704 -1.044
H -4.12353 -3.59484 -2.35242 0.312
H -3.82306 -4.41302 -0.26234 0.598
H -3.56346 -2.78798 0.37662 -0.140
H -1.18439 -2.92362 -0.15227 -1.700
H -1.34942 -4.48299 -0.95375 0.515
H -1.29718 -6.55508 1.70434 0.375
H -1.87373 -6.29931 0.01972 0.272
H -2.95001 -6.09703 1.27847 0.367
C -1.34704 -1.74883 2.53197 -0.344
O -0.60405 -0.62170 2.84124 0.984
C -0.75410 -0.11800 4.16252 -1.480
C 0.29328 0.93371 4.53633 0.163
N -0.04242 2.13653 3.77002 -0.179
C 0.95905 3.16918 3.91634 -0.946
C 2.39751 2.84241 3.45221 -0.787
O 2.35785 2.49707 2.08421 0.306
C 3.67503 2.19888 1.65607 -0.976
H -1.24283 -1.96693 1.46630 -1.194
H -2.39555 -1.68852 2.85086 0.689
H -0.99054 -2.67867 3.00591 0.520
H -0.62215 -0.94896 4.86864 0.524
H -1.76839 0.21523 4.40023 0.169
H 1.22772 0.45031 4.23660 -0.240
H 0.21286 1.08268 5.61113 0.485
H -0.09616 1.90636 2.78321 0.037
H 0.91380 3.58679 4.92387 0.483
H 0.68425 3.96838 3.21709 0.288
H 2.83612 2.01952 4.03275 0.401
H 3.03622 3.68299 3.74975 0.482
H 3.63215 1.80797 0.63898 0.120
H 4.11450 1.38515 2.24337 0.291
H 4.38218 3.03123 1.66647 0.361
C -4.86670 4.04932 0.75536 -0.823
O -3.70077 4.12052 -0.03460 0.206
C -2.61243 3.24192 0.21630 -0.330
C -2.88879 1.74819 0.14415 1.041
N -3.69728 1.17128 1.21744 -0.038
C -3.99958 -0.23527 1.18877 2.521
C -4.79698 -0.52300 2.47046 -1.379
O -6.05743 0.08198 2.37403 -0.205
C -6.74184 -0.01087 3.59435 -0.932
H -5.43421 3.13508 0.54368 0.116
H -5.53697 4.82950 0.39994 0.180
H -4.59313 4.04128 1.81378 0.416
H -2.13707 3.40217 1.19466 0.332
H -1.87435 3.54142 -0.52651 -0.623
H -1.93238 1.21267 0.13431 -0.633
H -3.35875 1.49712 -0.82052 -0.271
H -4.54818 1.70050 1.27404 0.131
H -3.12632 -0.89277 1.19967 -2.034
H -4.55874 -0.46322 0.26835 0.375
H -4.26397 -0.21190 3.37849 0.567
H -4.81217 -1.60852 2.66540 0.510
H -6.74589 -1.03739 3.97238 0.350
H -7.75662 0.38728 3.56566 0.258
H -6.30066 0.61982 4.37962 0.345
C -5.39920 7.48655 -2.85531 -0.810
O -3.99729 7.57288 -2.76437 -0.252
C -3.54045 7.94824 -1.46845 -0.718
C -2.01882 7.87219 -1.34980 -0.723
N -1.47303 6.53742 -1.34061 0.768
C -1.80185 5.72578 -2.51438 -0.029
C -1.19752 6.14568 -3.81295 -1.293
O 0.17489 6.43407 -3.77330 -0.101
C 1.05057 5.39229 -4.14464 -0.710
H -5.78670 6.93331 -3.71531 0.267
H -5.81893 8.46309 -3.13387 0.316
H -5.82610 7.07367 -1.94131 0.297
H -3.99548 7.30126 -0.71246 0.214
H -3.87229 8.98098 -1.32116 0.507
H -1.83975 8.38878 -0.39886 0.451
H -1.46084 8.50442 -2.05557 0.447
H -0.46479 6.47658 -1.26141 -0.381
H -2.82994 5.40688 -2.67689 0.865
H -1.37947 4.72588 -2.30831 -0.667
H -1.73399 7.08811 -4.00696 0.358
H -1.48196 5.53655 -4.67701 0.347
H 2.04917 5.76654 -4.35406 0.307
H 0.68101 4.85898 -5.02628 0.405
H 1.12911 4.62289 -3.36846 0.093
C -8.01203 0.63439 -1.07628 -0.808
O -7.09584 0.98294 -2.08042 -0.207
C -7.70446 1.79812 -3.07583 -0.680
C -6.69999 2.06761 -4.19990 -0.668
N -5.40998 2.41014 -3.60152 -0.066
C -4.24716 2.04758 -4.38301 -0.930
C -2.96226 2.49396 -3.62069 1.336
O -1.77792 2.54766 -4.35976 -0.366
C -1.38133 1.27392 -4.84256 -0.110
H -8.82014 -0.06483 -1.33245 0.336
H -8.49658 1.50386 -0.62682 0.353
H -7.50748 0.04121 -0.31123 0.112
H -8.06369 2.74109 -2.65725 0.444
H -8.48411 1.18396 -3.53508 0.386
H -6.99341 2.86115 -4.88843 0.336
H -6.59049 1.10169 -4.71998 0.322
H -5.44360 1.85584 -2.75192 0.101
H -4.40737 2.39587 -5.40522 0.395
H -4.16953 0.94868 -4.45869 0.262
H -2.76499 1.83918 -2.76556 -0.704
H -3.28972 3.46809 -3.25758 -0.043
H -1.38608 0.53774 -4.02921 -0.365
H -0.32934 1.23912 -5.11776 0.308
H -2.04661 0.94234 -5.63811 0.618
C 2.71497 -5.55873 -0.89938 -0.285
O 2.50422 -6.84059 -0.33382 -0.288
C 1.41707 -7.48832 -0.97134 0.181
C 1.32777 -8.92505 -0.44119 -0.977
N 0.06861 -9.15103 0.25654 -0.198
C -1.06426 -9.60095 -0.55556 -0.500
C -2.12763 -10.39211 0.11971 -0.570
O -1.60269 -11.48179 0.89662 -0.402
C -1.10389 -12.52919 0.11545 -0.675
H 2.75315 -5.65843 -1.98734 0.391
H 3.66445 -5.14775 -0.56160 -0.001
H 1.98370 -4.78159 -0.66497 0.039
H 1.68902 -7.47624 -2.03409 0.349
H 0.46016 -6.98035 -0.82476 -0.147
H 2.07389 -8.91779 0.35583 0.483
H 1.62317 -9.67671 -1.17955 0.295
H 0.20861 -9.86056 0.96855 0.287
H -0.60931 -10.11778 -1.41578 0.288
H -1.41723 -8.65870 -0.99209 0.290
H -2.83945 -10.92643 -0.51863 0.377
H -2.73998 -9.74889 0.75407 0.264
H -1.91297 -13.06544 -0.40934 0.307
H -0.72800 -13.28258 0.80555 0.263
H -0.42120 -12.28648 -0.70299 0.264
C 8.20724 -4.90006 6.56634 -0.761
O 8.47501 -5.39583 5.28492 -0.255
C 8.67168 -6.80005 5.22392 -0.486
C 9.10805 -7.23101 3.82058 -1.005
N 8.45019 -6.59408 2.69599 -0.334
C 7.04022 -6.86646 2.48454 -0.427
C 6.52197 -5.85678 1.45669 -0.529
O 6.66731 -4.51870 1.83405 -0.247
C 6.13946 -3.63091 0.88582 -0.798
H 8.94957 -5.28835 7.28024 0.324
H 7.27475 -5.37294 6.90956 0.303
H 8.22553 -3.81533 6.58541 0.233
H 7.66081 -7.19213 5.38736 0.345
H 9.40949 -7.22592 5.90819 0.429
H 8.96085 -8.31105 3.74282 0.370
H 10.18703 -7.06166 3.78350 0.414
H 8.68409 -5.61192 2.72542 0.301
H 6.39100 -6.65453 3.34433 0.250
H 6.78594 -7.83809 2.06510 0.352
H 5.46632 -6.06132 1.22464 0.292
H 7.02297 -6.09101 0.50379 0.382
H 6.36086 -2.63885 1.27614 0.348
H 5.05768 -3.66772 0.71309 0.075
H 6.57872 -3.73376 -0.11270 0.437
C 3.48000 -2.37842 5.72019 -1.817
C 3.09221 -1.81651 4.34037 1.788
C 4.17642 -2.11943 3.30175 -1.099
O 1.89246 -2.50721 4.03613 -0.703
H 3.84732 -3.40089 5.67372 0.338
H 2.65751 -2.33319 6.43458 0.443
H 4.22880 -1.68486 6.11647 0.399
H 2.93589 -0.73704 4.41461 -0.513
H 4.40914 -3.16208 3.08041 0.373
H 5.14183 -1.74843 3.65965 0.408
H 3.84479 -1.64213 2.37807 -0.015
H 1.33832 -2.02080 3.41362 0.055

---

(2)
27
Properties=species:S:1:pos:R:3:nbo_charge:R:1 method="wB97M-V/def2-TZVPD" lumo_ev=0.50 total_charge=0 smiles="C[C@H](N)C(=O)N1CCC[C@H]1C(=O)O" de_lowest_ev=1.224 orbital_gap_ev=10.3
C 0.69668 2.63766 1.96718 -0.602
C 0.70808 1.15803 1.50151 -0.158
N 2.02831 0.91786 0.97923 -0.806
C -0.32870 1.03743 0.39284 0.699
O -0.90913 2.05198 -0.06024 -0.632
N -0.32660 -0.18370 -0.13223 -0.437
C -0.03590 -1.40125 0.54778 -0.225
C 0.65710 -2.32199 -0.53450 -0.409
C -0.07977 -1.80101 -1.82198 -0.433
C -0.70329 -0.47002 -1.51178 -0.162
C -2.23541 -0.45468 -1.58369 0.784
O -2.95564 -1.41251 -1.48435 -0.564
O -2.71172 0.83727 -1.73825 -0.699
H 0.64398 3.29109 1.14032 0.231
H 1.59932 2.76664 2.56082 0.205
H -0.13228 3.01806 2.56313 0.212
H 0.41620 0.54608 2.37371 0.193
H 1.87936 0.25065 0.18313 0.352
H 2.54843 0.33157 1.65538 0.361
H 0.57780 -1.14047 1.41667 0.221
H -1.04421 -1.86755 0.88806 0.211
H 1.79087 -2.10624 -0.52195 0.205
H 0.59439 -3.41915 -0.36491 0.237
H -0.89924 -2.47486 -2.23970 0.254
H 0.62237 -1.59361 -2.59105 0.224
H -0.40297 0.36936 -2.19176 0.231
H -1.99802 1.43336 -1.39339 0.509

---

(3)
16
Properties=species:S:1:pos:R:3:nbo_charge:R:1 method="wB97M-V/def2-TZVPD" lumo_ev="-0.67 / -0.67" total_charge=0 de_lowest_ev=1.807 orbital_gap_ev="8.6 / 8.6"
C 1.14026 0.43359 0.20886 -0.401
C 0.24250 -0.55818 0.95229 -0.409
C 0.27987 1.10237 -0.86160 -0.768
C -0.40181 -1.45053 -0.10068 -0.762
O -2.92773 0.51290 -0.51915 -0.981
P -0.81837 -0.25859 -1.43197 1.354
S -0.89523 -0.76099 -3.28748 -0.415
H 1.55869 1.17527 0.89046 0.228
H 1.96782 -0.10461 -0.26019 0.205
H 0.80798 -1.14272 1.67940 0.226
H -0.54442 -0.00980 1.47273 0.224
H -0.34134 1.89272 -0.43910 0.271
H 0.85263 1.50255 -1.69883 0.258
H 0.30361 -2.17062 -0.52099 0.248
H -1.29065 -1.96938 0.25191 0.275
H -3.39079 0.78644 -1.31143 0.446

---

(4)
38
Properties=species:S:1:pos:R:3:nbo_charge:R:1 method="wB97M-V/def2-TZVPD" lumo_ev=-5.87 total_charge=+1 orbital_gap_ev=5.7
O 2.13991 -2.05463 4.86841 -0.531
C 1.37164 -1.85195 3.75936 0.727
O 0.70775 -3.04410 3.22839 -0.683
C 1.31612 -0.31967 3.20806 -0.027
C 2.37493 0.82921 3.80658 -0.146
C 2.22843 2.38776 3.25350 0.045
N 1.22190 2.85680 2.22507 -0.504
C 0.25576 1.83508 1.66092 0.070
C 0.23634 0.22116 2.10466 0.044
C -0.92488 -0.68780 1.41251 -0.485
C -2.38225 0.09273 2.09127 0.172
C -2.65229 -0.25842 3.75915 -0.456
O -3.52965 -0.87045 2.50206 -0.477
H 1.12306 -3.88633 3.57374 0.537
H 3.20833 0.58558 4.60961 0.314
H 2.95777 3.21968 3.69239 0.280
H 1.10935 3.84725 1.88791 0.472
H -0.54827 2.20177 0.85823 0.275
H -1.02005 -1.78877 1.77042 0.305
H -1.07253 -0.51100 0.26521 0.291
H -2.64854 1.25055 1.68328 0.239
H -3.63789 -0.46204 4.31002 0.354
H -2.76656 0.92332 3.90606 0.179
O -0.51011 -0.75280 -2.29438 -0.951
S 0.51468 -0.30526 -3.21244 2.348
O 0.89781 1.08686 -3.31869 -0.923
O 0.17425 -0.86868 -4.70394 -0.703
C -1.09552 -0.57453 -5.26861 -0.081
C -1.16852 0.86007 -5.75772 -0.641
C 1.98228 -1.26563 -2.93733 -0.877
H -1.89701 -0.79141 -4.55443 0.193
H -1.23125 -1.24899 -6.12097 0.205
H -1.12124 1.56419 -4.92192 0.218
H -2.10387 1.03894 -6.29548 0.224
H -0.32710 1.08706 -6.41970 0.222
H 1.71349 -2.32178 -2.89787 0.258
H 2.41536 -0.95183 -1.98555 0.246
H 2.68836 -1.07197 -3.74776 0.265

---

(5)
17
Properties=species:S:1:pos:R:3:nbo_charge:R:1 method="wB97M-V/def2-TZVPD" lumo_ev="-8.55 / -8.53" total_charge=+1 de_lowest_ev=9.790 orbital_gap_ev="4.9 / 5.5" multiplicity=2
C 2.56326 0.22541 0.32954 -0.519
N 1.69660 -0.48229 -0.59888 -0.197
C 0.67423 -1.11872 0.24790 -0.519
C -0.87116 0.99741 -1.07946 -0.192
C -2.02982 1.08279 -0.42444 0.109
O -2.48808 -1.13505 0.50696 -0.834
H 3.22632 0.87406 -0.26165 0.217
H 3.16662 -0.46841 0.92983 0.244
H 2.04740 0.90887 1.03776 0.196
H 0.09225 -0.38263 0.83255 0.175
H -0.08641 -1.45038 -0.48710 0.205
H 0.84541 -1.98033 0.88566 0.260
H -0.65799 0.78229 -2.12675 0.343
H 0.01249 1.40085 -0.56528 0.345
H -2.58711 2.02773 -0.41944 0.316
H -2.27125 0.20168 0.36353 0.361
H -3.33275 -1.48328 0.82927 0.489

---

(6)
15
Properties=species:S:1:pos:R:3:nbo_charge:R:1 method="wB97M-V/def2-TZVPD" lumo_ev=3.70 total_charge=-1 de_lowest_ev=1.665 orbital_gap_ev=6.7
O 2.73263 0.69874 0.44818 -0.628
C 1.55189 0.90012 0.60596 0.527
N 0.60761 0.97459 -0.43217 -0.639
C -0.77122 1.28463 -0.10449 -0.256
C -1.56927 -0.00274 0.20374 -0.527
S -1.98208 -0.95507 -1.35039 -0.734
H 1.13021 1.27987 1.53391 0.094
H 0.66960 0.41087 -1.27307 0.421
H -1.23642 1.64993 -1.01553 0.216
H -0.99285 2.02206 0.70053 0.178
H -2.51755 0.46306 0.47011 0.177
H -1.13707 -0.57405 1.04611 0.173
H 1.71605 -2.20827 -0.28278 0.464
H 0.44884 -2.85335 -0.19611 0.481
O 1.34961 -3.09039 -0.35400 -0.948